Model 1:
Molecular formula: C6H14
Method: DFT, ωB97M-V/def2-TZVPD

As for the net charge: 0. The highest occupied orbital energy comes out at -6.90 eV. For the HOMO-LUMO gap, the calculation gives 7.709 eV. The calculation puts the LUMO energy at 0.0297 Ha.

Last column: Mulliken charge in e.
CARTESIAN COORDINATES (ANGSTROEM)
C 1.87 1.09 -0.35  -0.225
C -0.18 -0.51 0.52  -0.714
C 0.85 0.09 -0.34  0.114
C -2.66 0.60 -0.18  -0.803
C 2.60 -0.09 0.27  -1.106
C -1.52 -0.59 -0.22  -0.789
H 3.65 0.21 0.43  0.403
H 2.67 -0.99 -0.36  0.322
H -1.38 -0.57 -1.29  0.343
H -3.05 -1.89 1.61  -0.275
H -2.04 -1.58 -0.09  0.460
H 1.57 1.90 0.30  0.250
H -0.04 -1.19 1.37  0.269
H -3.33 0.16 -0.96  0.292
H 0.66 -0.31 -1.39  0.204
H -3.22 0.50 0.79  0.265
H 2.29 -0.44 1.28  0.249
H 2.34 1.39 -1.27  0.252
H -2.31 1.78 -0.33  0.213
H -3.62 -2.46 1.75  0.275

---

Model 2:
Molecular formula: C6H14
Method: DFT, ωB97M-V/def2-TZVPD

Its structure (SMILES) is CCCC(C)C. As for the net charge: 0. The highest occupied orbital energy comes out at -10.33 eV. For the HOMO-LUMO gap, the calculation gives 11.501 eV. The calculation puts the LUMO energy at 0.0431 Ha.

Last column: Mulliken charge in e.
CARTESIAN COORDINATES (ANGSTROEM)
C 0.49 -0.12 0.70  1.174
C 1.76 -0.26 -0.13  -1.564
C -1.03 -0.02 -1.39  -0.582
C -0.71 -0.81 -0.01  -0.848
C -1.48 1.41 -1.25  -0.964
C 0.77 -0.39 2.18  -1.246
H -2.57 1.44 -1.21  0.301
H 0.15 0.92 0.57  -0.250
H -1.05 2.00 -2.05  0.269
H -0.21 -0.14 -2.11  0.334
H -1.04 1.78 -0.32  0.296
H 1.80 -1.29 -0.51  0.311
H 0.00 -1.09 2.53  0.295
H 0.67 0.56 2.71  0.312
H 2.64 -0.21 0.49  0.463
H -0.40 -1.82 -0.38  0.317
H 1.76 -0.92 2.41  0.292
H -1.56 -0.76 0.65  0.381
H -1.72 -0.72 -1.89  0.390
H 1.75 0.44 -0.98  0.317

---

Which of them is the most stable, and which is the least stable? model 2 and model 1, in that order.

---

Model 1:
Molecular formula: C6H14
Method: DFT, ωB97M-V/def2-TZVPD

Its structure (SMILES) is CCC(C)CC. As for the net charge: 0. The highest occupied orbital energy comes out at -10.73 eV. For the HOMO-LUMO gap, the calculation gives 11.912 eV. The calculation puts the LUMO energy at 0.0436 Ha.

Last column: Mulliken charge in e.
CARTESIAN COORDINATES (ANGSTROEM)
C -0.25 0.48 1.39  -0.587
C -1.51 1.32 1.63  -1.371
C -0.08 -0.27 0.05  0.771
C 1.70 -1.35 -1.42  -1.265
C 1.40 -0.29 -0.36  -0.616
C -1.02 0.12 -1.08  -1.673
H 2.78 -1.50 -1.56  0.363
H -1.69 2.09 0.86  0.343
H -2.41 0.69 1.67  0.312
H 1.27 -2.31 -1.11  0.342
H -2.05 0.18 -0.72  0.397
H -0.99 -0.65 -1.86  0.453
H 2.00 -0.50 0.54  0.360
H 0.63 1.08 1.62  0.405
H -0.26 -0.32 2.13  0.265
H -0.76 1.08 -1.55  0.309
H 1.27 -1.09 -2.39  0.287
H -1.43 1.83 2.59  0.396
H 1.72 0.70 -0.71  0.341
H -0.33 -1.32 0.27  0.169

---

Model 2:
Molecular formula: C6H14
Method: DFT, ωB97M-V/def2-TZVPD

As for the net charge: 0. The highest occupied orbital energy comes out at -8.48 eV. For the HOMO-LUMO gap, the calculation gives 9.583 eV. The calculation puts the LUMO energy at 0.0406 Ha.

Last column: Mulliken charge in e.
CARTESIAN COORDINATES (ANGSTROEM)
C 1.47 -0.33 -0.13  -0.268
C -2.10 0.52 1.01  -1.541
C 0.31 0.47 0.37  -0.890
C 2.84 0.30 0.02  -1.005
C -1.43 -0.73 -1.06  -1.477
C -1.01 -0.31 0.35  0.869
H -2.40 -1.25 -1.02  0.421
H -0.85 -1.22 0.95  0.188
H 0.24 1.38 -0.24  0.310
H 1.23 -0.40 -1.47  0.063
H -1.82 0.80 2.04  0.379
H 2.92 1.36 0.28  0.294
H 1.50 -1.39 0.09  0.381
H 2.44 0.15 -1.08  0.228
H -1.55 0.14 -1.71  0.312
H -3.04 -0.03 1.05  0.400
H -0.71 -1.40 -1.53  0.355
H 3.72 -0.31 0.24  0.266
H 0.52 0.81 1.40  0.380
H -2.28 1.45 0.45  0.336

---

Which of them is the most stable, and which is the least stable? model 1 and model 2, in that order.

---

Model 1:
Molecular formula: C5H8N2O2S
Method: DFT, ωB97M-V/def2-TZVPD

Its structure (SMILES) is NC1=N[C@H](CC(=O)O)CS1. As for the net charge: 0. The highest occupied orbital energy comes out at -8.77 eV. For the HOMO-LUMO gap, the calculation gives 9.461 eV. The calculation puts the LUMO energy at 0.0252 Ha.

Last column: Mulliken charge in e.
CARTESIAN COORDINATES (ANGSTROEM)
S -1.89 0.94 -1.36  -0.237
O 2.33 -1.17 1.20  -0.570
O 1.26 0.02 2.75  -0.448
N -2.65 -1.17 0.06  -0.446
N -0.36 -0.92 -0.27  -0.641
C 0.60 0.03 -0.75  -0.021
C -1.58 -0.52 -0.41  0.464
C -0.12 0.98 -1.79  -0.733
C 1.59 -0.26 1.49  0.539
C 1.08 0.81 0.52  -0.592
H 1.45 -0.38 -1.22  0.486
H 1.97 1.43 0.25  0.352
H 0.31 1.97 -1.78  0.409
H -3.47 -1.00 -0.44  0.228
H -2.45 -2.11 0.34  0.266
H 1.73 -0.69 3.20  0.335
H -0.10 0.61 -2.83  0.389
H 0.29 1.43 1.04  0.221

---

Model 2:
Molecular formula: C5H8N2O2S
Method: DFT, ωB97M-V/def2-TZVPD

As for the net charge: 0. The highest occupied orbital energy comes out at -7.74 eV. For the HOMO-LUMO gap, the calculation gives 7.793 eV. The calculation puts the LUMO energy at 0.0020 Ha.

Last column: Mulliken charge in e.
CARTESIAN COORDINATES (ANGSTROEM)
S -2.89 0.25 -0.51  0.469
O -2.57 1.35 -1.36  -0.427
O -2.15 -1.23 -1.15  -0.478
N -1.52 -0.12 0.54  -0.084
N 1.47 -0.58 -0.35  -0.464
C 0.30 -1.13 -0.86  -0.577
C -1.02 -0.84 -0.50  0.659
C 1.85 0.50 -1.21  -0.760
C -0.08 -0.09 2.43  -0.722
C -0.70 0.57 1.43  -0.168
H 2.88 0.94 -1.09  0.291
H 1.75 -0.03 -2.18  0.317
H 0.62 0.39 3.15  0.320
H 1.40 -0.19 0.57  0.396
H -0.27 -1.10 2.43  0.349
H 0.36 -1.76 -1.79  0.378
H -0.63 1.68 1.53  0.293
H 1.18 1.39 -1.07  0.209

---

Which of them is the most stable, and which is the least stable? model 1 and model 2, in that order.

---

Model 1:
Molecular formula: C3H5ClO
Method: DFT, ωB97M-V/def2-TZVPD

Its structure (SMILES) is C=C[C@@H](O)Cl. As for the net charge: 0. The highest occupied orbital energy comes out at -10.38 eV. For the HOMO-LUMO gap, the calculation gives 11.147 eV. The calculation puts the LUMO energy at 0.0281 Ha.

Last column: Mulliken charge in e.
CARTESIAN COORDINATES (ANGSTROEM)
Cl -2.16 -0.29 -1.57  -0.192
O -1.12 -1.84 0.29  -0.450
C 1.08 0.72 0.15  -0.719
C -0.76 -0.70 -0.53  0.095
C -0.21 0.53 0.02  -0.152
H 1.69 -0.14 -0.07  0.284
H -1.88 -1.58 0.91  0.338
H -0.95 1.41 0.09  0.246
H 0.10 -1.23 -1.37  0.277
H 1.37 1.70 0.52  0.272

---

Model 2:
Molecular formula: C3H5ClO
Method: DFT, ωB97M-V/def2-TZVPD

Its structure (SMILES) is C[C@@H](Cl)C=O. As for the net charge: 0. The highest occupied orbital energy comes out at -10.28 eV. For the HOMO-LUMO gap, the calculation gives 10.903 eV. The calculation puts the LUMO energy at 0.0229 Ha.

Last column: Mulliken charge in e.
CARTESIAN COORDINATES (ANGSTROEM)
Cl -1.03 0.99 -1.63  -0.192
O -0.72 0.64 2.14  -0.430
C 0.95 -0.71 -0.60  -1.074
C -0.97 0.22 1.06  -0.141
C -0.14 0.49 -0.17  0.133
H 0.39 1.31 0.22  0.318
H 0.51 -1.20 -1.35  0.386
H 1.08 -1.16 0.38  0.345
H 1.82 -0.27 -0.95  0.298
H -1.89 -0.32 0.91  0.356

---

Which of them is the most stable, and which is the least stable? model 2 and model 1, in that order.

---

Model 1:
Molecular formula: C3H11NO2
Method: DFT, ωB97M-V/def2-TZVPD

Its structure (SMILES) is CCNCO.O. As for the net charge: 0. The highest occupied orbital energy comes out at -9.31 eV. For the HOMO-LUMO gap, the calculation gives 9.968 eV. The calculation puts the LUMO energy at 0.0243 Ha.

Last column: Mulliken charge in e.
CARTESIAN COORDINATES (ANGSTROEM)
O 1.87 2.16 -1.18  -0.531
O -0.11 -2.43 3.01  -0.635
N 0.25 0.77 -0.06  -0.236
C 1.62 1.05 -0.23  -0.354
C -1.78 -0.57 -0.59  -1.148
C -0.49 0.06 -1.10  -0.253
H -0.19 1.31 0.66  0.213
H 2.14 0.17 -0.60  0.253
H -1.49 -1.38 0.07  0.247
H 0.65 -2.03 3.47  0.333
H -0.63 0.61 -2.03  0.294
H 1.98 1.51 0.69  0.289
H 0.98 2.38 -1.42  0.296
H -0.12 -1.85 2.23  0.299
H -2.52 0.04 -0.11  0.350
H 0.15 -0.79 -1.34  0.249
H -2.30 -1.02 -1.45  0.335

---

Model 2:
Molecular formula: C3H11NO2
Method: DFT, ωB97M-V/def2-TZVPD

Its structure (SMILES) is C=CCN.O.O. As for the net charge: 0. The highest occupied orbital energy comes out at -9.09 eV. For the HOMO-LUMO gap, the calculation gives 9.863 eV. The calculation puts the LUMO energy at 0.0284 Ha.

Last column: Mulliken charge in e.
CARTESIAN COORDINATES (ANGSTROEM)
O -2.82 2.64 -4.30  -0.637
O -3.20 6.56 -0.98  -0.627
N 3.16 -2.87 1.23  -0.508
C 0.19 -1.58 2.23  -0.543
C 0.89 -1.93 1.18  -0.036
C 1.77 -3.18 0.87  -0.594
H -2.57 5.90 -1.23  0.310
H 1.45 -3.87 1.68  0.285
H -0.12 -2.43 3.03  0.153
H 0.15 -0.66 2.77  0.254
H -1.89 2.53 -4.18  0.315
H 1.81 -3.64 -0.11  0.293
H 3.64 -2.05 0.90  0.200
H 3.28 -3.08 2.22  0.231
H -3.71 6.04 -0.35  0.317
H 0.86 -1.37 0.23  0.266
H -2.88 2.97 -5.21  0.323

---

Which of them is the most stable, and which is the least stable? model 1 and model 2, in that order.

---

Model 1:
Molecular formula: C3H11NO2
Method: DFT, ωB97M-V/def2-TZVPD

Its structure (SMILES) is CCO.NCO. As for the net charge: 0. The highest occupied orbital energy comes out at -9.42 eV. For the HOMO-LUMO gap, the calculation gives 10.141 eV. The calculation puts the LUMO energy at 0.0266 Ha.

Last column: Mulliken charge in e.
CARTESIAN COORDINATES (ANGSTROEM)
O 0.23 -0.92 -1.31  -0.526
O -1.26 0.19 0.85  -0.577
N 1.12 -1.82 0.75  -0.689
C 0.70 -2.11 -0.62  -0.255
C -0.35 1.28 0.84  -0.135
C -0.26 2.05 -0.48  -0.984
H 1.63 -0.96 0.72  0.286
H 0.30 -1.59 1.33  0.335
H -0.73 1.80 1.74  0.306
H -2.04 0.33 0.20  0.300
H -0.56 -0.64 -0.80  0.294
H -1.28 2.19 -0.85  0.294
H 0.37 1.59 -1.25  0.293
H -0.23 -2.72 -0.70  0.310
H 0.16 3.05 -0.33  0.351
H 0.65 0.85 1.04  0.134
H 1.55 -2.56 -1.12  0.263

---

Model 2:
Molecular formula: C3H11NO2
Method: DFT, ωB97M-V/def2-TZVPD

Its structure (SMILES) is C[C@@H](N)CO.O. As for the net charge: 0. The highest occupied orbital energy comes out at -9.81 eV. For the HOMO-LUMO gap, the calculation gives 10.747 eV. The calculation puts the LUMO energy at 0.0343 Ha.

Last column: Mulliken charge in e.
CARTESIAN COORDINATES (ANGSTROEM)
O 1.10 -0.11 1.25  -0.556
O 2.38 -2.73 0.40  -0.620
N -0.40 1.95 0.41  -0.626
C -0.44 0.78 -0.48  0.572
C 0.26 -0.43 0.17  -0.635
C -1.81 0.40 -1.00  -1.465
H -0.49 -1.15 0.53  0.279
H 2.17 -2.00 1.01  0.340
H -2.50 0.26 -0.15  0.355
H -0.41 2.79 -0.15  0.243
H -1.74 -0.53 -1.56  0.352
H 0.18 1.09 -1.32  0.287
H 1.40 0.80 1.14  0.333
H 2.89 -3.33 0.96  0.302
H -2.24 1.14 -1.67  0.372
H 0.82 -0.97 -0.60  0.270
H -1.18 2.04 1.05  0.199

---

Which of them is the most stable, and which is the least stable? model 2 and model 1, in that order.

---

Model 1:
Molecular formula: C3H11NO2
Method: DFT, ωB97M-V/def2-TZVPD

Its structure (SMILES) is C=CNC.O.O. As for the net charge: 0. The highest occupied orbital energy comes out at -8.05 eV. For the HOMO-LUMO gap, the calculation gives 8.484 eV. The calculation puts the LUMO energy at 0.0159 Ha.

Last column: Mulliken charge in e.
CARTESIAN COORDINATES (ANGSTROEM)
O 3.72 -0.71 0.20  -0.642
O -1.69 -0.93 -5.59  -0.636
N -0.19 -0.07 1.19  -0.204
C -1.40 1.87 0.43  -0.925
C 0.27 -0.78 2.36  -0.890
C -1.18 0.88 1.29  0.222
H -0.76 2.23 -0.37  0.234
H 3.47 -1.64 0.20  0.322
H 1.34 -0.73 2.58  0.291
H 0.00 -1.82 2.34  0.297
H -1.17 -0.90 -4.78  0.316
H -2.32 2.45 0.46  0.227
H -1.85 0.74 2.13  0.257
H -0.21 -0.43 3.28  0.305
H 0.54 0.16 0.58  0.195
H -1.93 0.00 -5.67  0.320
H 3.35 -0.33 -0.61  0.312

---

Model 2:
Molecular formula: C3H11NO2
Method: DFT, ωB97M-V/def2-TZVPD

Its structure (SMILES) is C/C=C\N.O.O. As for the net charge: 0. The highest occupied orbital energy comes out at -8.27 eV. For the HOMO-LUMO gap, the calculation gives 9.142 eV. The calculation puts the LUMO energy at 0.0321 Ha.

Last column: Mulliken charge in e.
CARTESIAN COORDINATES (ANGSTROEM)
O -3.11 3.98 1.07  -0.631
O -2.72 0.67 7.11  -0.655
N 1.05 -1.13 -0.56  -0.483
C 2.59 -0.65 -3.27  -0.918
C 1.23 -1.17 -2.92  -0.380
C 0.65 -1.54 -1.85  0.043
H 2.99 0.42 -3.07  0.275
H -3.34 3.11 1.32  0.311
H 1.35 -1.88 0.08  0.204
H -3.43 0.16 6.67  0.326
H 3.37 -1.35 -2.94  0.270
H -3.68 4.51 1.65  0.320
H 2.81 -0.88 -4.33  0.310
H -0.01 -2.50 -1.94  0.236
H 0.60 -1.58 -3.76  0.217
H 1.57 -0.29 -0.53  0.224
H -1.92 0.10 7.27  0.330

---

Which of them is the most stable, and which is the least stable? model 1 and model 2, in that order.